Entry 1:
63
Properties=species:S:1:pos:R:3 method="wB97M-V/def2-TZVPD" multiplicity=6 s2=8.795 gap_ev="7.26 / 6.91"
C -1.417 0.200 2.362
C -1.439 -1.039 1.605
C -0.106 -1.560 1.592
H -2.332 -1.582 1.300
C 0.759 -0.591 2.152
C -0.019 0.543 2.544
H 1.829 -0.699 2.317
C -2.008 1.662 -1.016
C -2.520 0.339 -0.744
C -1.682 -0.595 -1.448
H -3.476 0.123 -0.263
C -0.640 0.118 -2.104
C -0.770 1.498 -1.728
H 0.169 -2.556 1.247
H 0.357 1.446 3.016
H -2.272 0.665 2.847
H -0.105 2.301 -2.056
H -1.859 -1.670 -1.512
H -2.514 2.600 -0.805
Fe -0.830 0.831 0.506
C 0.258 -0.392 -3.217
C -0.010 0.421 -4.495
C -0.005 -1.876 -3.522
H -1.068 0.377 -4.774
H 0.581 0.012 -5.323
H 0.269 1.474 -4.367
H -1.024 -1.993 -3.914
H 0.104 -2.505 -2.628
H 0.703 -2.226 -4.286
C 1.765 -0.176 -2.878
C 2.256 -0.868 -1.629
H 1.939 0.903 -2.740
H 2.368 -0.498 -3.742
O 1.768 -0.615 -0.520
N 3.263 -1.771 -1.749
C 3.909 -2.243 -0.515
H 3.866 -1.696 -2.560
C 3.170 -3.387 0.132
C 3.154 -3.498 1.529
H 3.663 -2.731 2.114
C 2.494 -4.560 2.148
H 2.482 -4.627 3.237
C 1.867 -5.539 1.368
H 1.360 -6.375 1.851
C 1.882 -5.439 -0.027
H 1.392 -6.197 -0.642
C 2.540 -4.364 -0.644
H 2.564 -4.276 -1.734
H 3.966 -1.416 0.201
H 4.928 -2.552 -0.778
C -0.608 2.607 0.973
C -1.312 3.469 1.533
C -2.112 4.414 2.182
C -1.809 5.777 2.037
C -2.636 6.719 2.639
C -3.727 6.295 3.410
C -4.028 4.931 3.565
C -3.230 3.981 2.936
H -0.943 6.075 1.444
H -2.432 7.783 2.506
H -4.362 7.032 3.898
H -4.881 4.604 4.166
H -3.446 2.910 3.002

=====

Entry 2:
19
Properties=species:S:1:pos:R:3 method="wB97M-V/def2-TZVPD" de_lowest_kcal_mol=157.9 gap_ev="8.46 / 8.45"
C 0.712 1.032 0.180
C 1.586 -0.034 -0.365
C -0.595 -1.007 -0.686
C -1.037 -1.549 0.654
N -0.517 0.901 -0.636
N 1.623 2.020 -0.151
N -1.592 1.454 -0.065
O 2.383 -0.821 0.371
H 2.293 -0.600 1.308
H 1.587 2.207 -1.152
H 0.535 0.926 1.264
H 1.799 -0.114 -1.425
H -1.689 1.477 0.946
H -2.323 1.766 -0.686
H -1.421 -0.925 -1.389
H 0.138 -1.650 -1.175
H -0.189 -1.737 1.317
H -1.717 -0.855 1.155
H -1.577 -2.492 0.536